Entry 1:
32
Properties=species:S:1:pos:R:3:forces:R:3:lowdin_charge:R:1 method="wB97M-V/def2-TZVPD" de_lowest_kcal_mol=0.00 lumo_energy_ev=-1.66 energy_ev=-61096.9127 charge=0 gap_ev=6.099 fmax_ev_per_a=3.34
La 0.25640 0.17528 -0.42694 -0.51 3.06 -1.25 1.950
O -2.00908 3.18845 -3.11179 0.97 -1.79 0.68 0.021
C -1.35730 2.77329 -2.14648 -0.69 1.63 -0.66 -0.586
O -0.76139 1.61496 -2.03503 0.08 -0.43 0.64 -0.317
C -1.23619 3.79584 -1.00125 0.38 -0.36 0.39 -0.127
C -1.83811 5.05458 -1.31509 0.11 -0.83 -0.07 -0.034
C -1.88609 6.11433 -0.43680 -0.10 0.43 -0.44 -0.099
C -1.31038 5.98825 0.81993 0.15 -0.94 -0.07 -0.093
C -0.72311 4.77268 1.11824 0.38 -0.64 0.59 -0.186
C -0.61620 3.61418 0.26854 -0.79 2.41 0.46 -0.584
S 0.31229 2.39893 1.22783 -0.23 -0.88 -1.03 0.384
H -2.29561 5.11702 -2.31420 0.33 0.03 0.71 0.118
H -2.35412 7.04150 -0.76333 0.05 -0.15 0.15 0.101
H -1.31929 6.76062 1.58295 -0.06 0.02 -0.25 0.103
H -0.29879 4.62882 2.11866 -0.13 0.28 -0.37 0.064
Cl 4.67496 -2.41603 -1.16542 0.28 -0.24 -0.12 0.755
C 3.26272 -3.15876 -0.55746 -1.66 1.13 0.51 -0.602
C 3.19034 -4.49934 -0.19007 0.43 -1.33 0.10 -0.119
C 2.04514 -5.05458 0.34048 0.53 1.36 -0.39 -0.629
Cl 2.11076 -6.70217 0.77661 -0.30 -0.64 0.23 0.733
C 0.88809 -4.24196 0.55261 0.68 -1.19 0.00 -0.177
C -0.28584 -4.76653 1.09826 -1.33 -0.22 0.34 0.007
C -1.38977 -3.94394 1.28706 0.01 -1.24 0.52 -0.042
C -1.31967 -2.61834 0.91348 1.76 0.60 -0.82 -0.110
N -0.20431 -2.08312 0.36445 -0.20 -1.88 0.78 -0.107
C 0.93429 -2.88377 0.19755 -0.44 0.36 -0.12 -0.143
C 2.14229 -2.31402 -0.36597 0.26 -0.11 -0.11 -0.394
O 2.16858 -1.03507 -0.68055 0.05 -0.55 0.12 -0.361
H 4.05868 -5.18117 -0.30982 -0.58 0.78 0.00 0.123
H -0.37350 -5.84160 1.35631 0.29 0.89 -0.17 0.114
H -2.30221 -4.33419 1.75642 0.45 0.20 -0.35 0.121
H -2.16361 -1.96415 1.04082 -0.20 0.25 0.00 0.115

=====

Entry 2:
36
Properties=species:S:1:pos:R:3:forces:R:3:nbo_charge:R:1 method="wB97M-V/def2-TZVPD" de_lowest_kcal_mol=16.23 lumo_energy_ev=6.16 energy_ev=-219382.9039 charge=-3 gap_ev=2.740 fmax_ev_per_a=4.89
N 3.25591 2.88313 -2.14857 -1.22 -0.25 1.45 -0.471
C 2.52797 2.63547 -1.26385 0.91 0.05 -0.82 0.356
C 1.64858 2.29328 -0.16757 0.11 -0.25 1.76 -0.200
C 0.29730 1.93843 -0.38902 -0.72 0.85 -1.22 -0.420
C -0.52913 1.82624 0.72753 -2.66 0.01 -0.37 0.096
N -1.92062 1.75960 0.83148 4.72 0.30 1.07 0.301
O -2.83910 1.68639 0.02620 -1.48 0.18 -0.94 -0.556
O -2.19711 1.89841 2.21970 -1.17 -0.33 0.25 -0.241
N -1.04832 1.86245 2.96887 2.01 0.30 -2.18 -0.161
C -0.04878 1.84620 2.04089 -1.50 -0.66 2.56 0.100
C 1.37024 1.85565 2.24419 0.67 -1.23 3.09 -0.072
N 1.96052 1.42853 3.49263 -2.13 1.43 -4.17 0.434
O 1.40791 0.49407 4.16576 -0.62 -1.23 0.67 -0.672
O 3.01880 1.96503 3.85077 1.39 -0.06 0.64 -0.576
C 2.16491 2.25630 1.15767 1.33 0.82 -1.79 -0.278
H -0.15307 1.87240 -1.38073 0.30 0.18 0.47 0.222
H 3.22326 2.47316 1.33308 -0.44 -0.10 -0.09 0.216
Br 1.78455 -3.53131 4.11431 0.34 -0.29 0.08 -0.782
Zn 0.48031 -1.75370 3.52685 0.05 1.55 0.20 1.442
Br -1.76273 -1.36003 3.43604 -0.09 -0.25 0.02 -0.736
C 0.85660 -2.70251 -1.43240 -0.06 -0.12 -0.73 -0.428
C 1.69422 -1.57532 -1.63895 -1.53 0.11 0.27 -0.270
C 0.86749 -0.45792 -1.92238 0.17 -0.45 -0.88 -0.343
C -0.49646 -0.90158 -2.04431 1.00 -0.51 0.37 -0.139
C -0.48948 -2.33526 -1.74622 0.89 0.32 0.29 -0.013
C -1.67267 -3.07777 -1.81053 -0.68 0.41 -0.27 -0.264
C -2.87892 -2.40678 -2.06089 0.61 -0.52 0.23 -0.301
C -2.90746 -1.01019 -2.25369 0.43 0.44 -0.47 -0.293
C -1.71839 -0.26906 -2.31632 -0.62 -0.39 0.13 -0.192
H 1.17429 -3.71410 -1.19380 0.04 0.08 0.00 0.167
H 2.77657 -1.58764 -1.55000 -0.13 0.20 0.13 0.180
H 1.20704 0.56203 -2.06519 0.03 -0.55 -0.16 0.192
H -1.62330 -4.16697 -1.70340 -0.21 0.26 0.11 0.169
H -3.80469 -2.97455 -2.10193 -0.05 0.02 0.05 0.164
H -3.87210 -0.50552 -2.38777 0.37 -0.15 0.01 0.178
H -1.75417 0.79348 -2.55844 -0.06 -0.16 0.23 0.191

=====

Entry 3:
32
Properties=species:S:1:pos:R:3:forces:R:3:nbo_charge:R:1 method="wB97M-V/def2-TZVPD" lumo_energy_ev="-1.11 / -1.11" energy_ev=-61447.8412 charge=0 gap_ev="6.738 / 6.739" fmax_ev_per_a=1.80
Pt 0.50511 0.43204 -1.37529 0.56 -1.02 -1.11 0.978
Cl 0.33156 5.13417 4.47490 0.02 0.10 0.11 -0.001
C 0.27667 3.82082 3.34544 0.01 0.03 -0.22 -0.102
C 0.31562 2.49993 3.83197 -0.02 -0.14 -0.12 -0.190
C 0.26030 1.45358 2.95992 -0.01 0.08 0.04 -0.115
Cl 0.31239 -0.16785 3.54865 -0.01 -0.05 0.06 0.023
C 0.12136 1.62980 1.53530 -0.05 -0.04 0.01 0.425
O -0.04711 0.61849 0.79057 0.27 0.14 0.33 -0.730
C 0.14398 2.99228 1.08224 -0.04 -0.39 -0.14 -0.304
C 0.15288 3.33177 -0.30038 0.07 0.16 0.23 0.424
O 0.16067 2.58390 -1.29502 -0.44 -0.04 0.02 -0.677
C 0.20926 4.05847 2.00775 0.00 0.16 0.09 -0.151
H 0.38645 2.31434 4.89479 0.01 0.01 0.00 0.241
H 0.19438 4.41413 -0.50201 0.01 -0.05 -0.05 0.136
H 0.20500 5.07607 1.63538 0.00 0.00 0.02 0.223
S 1.94932 -3.76671 -1.54574 -0.05 0.30 -0.12 0.430
C 3.33629 -2.75944 -1.52182 -0.16 -0.15 -0.02 -0.382
C 3.02539 -1.43608 -1.58383 0.24 0.36 -0.14 -0.294
C 1.62717 -1.19997 -1.65902 -1.41 0.32 1.07 -0.134
C 0.91915 -2.37661 -1.64530 0.42 -0.47 -0.21 -0.320
C -0.51792 -2.40388 -1.64300 -0.21 -0.13 0.01 0.198
C -1.29781 -3.55853 -1.54904 0.01 0.13 0.02 -0.236
C -2.66893 -3.43441 -1.46462 0.04 -0.01 -0.02 -0.140
C -3.24464 -2.16998 -1.51126 0.05 -0.01 -0.03 -0.271
C -2.41340 -1.07579 -1.65614 -0.24 0.11 0.02 0.069
N -1.09123 -1.18795 -1.72008 0.86 0.51 -0.02 -0.462
H 4.31098 -3.21565 -1.45532 0.03 0.08 -0.05 0.240
H 3.77283 -0.65462 -1.60050 0.01 -0.03 0.11 0.229
H -0.81360 -4.52529 -1.53089 -0.03 -0.01 0.08 0.227
H -3.28967 -4.31475 -1.36106 0.00 0.00 -0.02 0.224
H -4.31464 -2.03722 -1.44699 0.01 0.04 -0.04 0.229
H -2.81781 -0.07508 -1.73958 0.06 0.02 0.08 0.213

=====

Entry 4:
45
Properties=species:S:1:pos:R:3:forces:R:3:nbo_charge:R:1 method="wB97M-V/def2-TZVPD" lumo_energy_ev=-10.15 energy_ev=-93084.0892 charge=+2 gap_ev=2.582 fmax_ev_per_a=7.23
O 1.83212 -6.10720 0.48344 -0.22 2.65 -6.72 -0.449
C 1.79263 -5.57232 -0.63095 -0.27 0.09 2.56 0.898
N 1.70305 -4.90947 -1.75433 1.11 -0.61 4.73 -0.576
C 2.08973 -3.48122 -1.45710 -0.32 1.43 0.60 0.329
C 3.54090 -3.05653 -1.85845 -1.03 2.68 0.94 0.000
N 4.02527 -1.72179 -1.67368 -4.51 -2.76 1.10 -0.356
C 3.05596 -0.85297 -1.04620 -0.54 0.63 0.61 0.108
C 3.51747 0.64520 -0.75084 -2.87 -0.19 1.03 -0.340
P 5.29637 1.15002 -1.24371 0.39 3.45 0.26 1.425
O 5.41800 2.63487 -1.65460 -0.76 -3.12 0.58 -1.067
C 2.59267 1.69103 -0.06073 -0.36 -3.44 -1.01 0.055
C 2.99045 3.22288 0.24868 -0.80 -0.23 0.14 -0.552
C 3.84506 3.31213 1.61054 -1.52 -2.34 3.05 0.548
O 3.50368 2.66020 2.64085 1.78 3.17 -4.91 -0.514
Cl 5.29750 4.42341 1.60960 -1.62 -1.18 -0.09 -0.013
C 1.14912 1.20154 0.36776 2.22 -3.43 -1.79 -0.181
C 0.69407 -0.28921 0.09217 1.84 2.94 -0.07 -0.056
C -0.78176 -0.67133 0.61852 1.37 -0.94 0.09 -0.461
C -1.95793 -0.41237 -0.45611 0.92 0.22 -0.42 -0.497
C -2.77210 0.95468 -0.26064 2.56 0.50 -1.32 0.655
F -3.33044 1.28951 -1.56425 0.12 -0.67 3.17 -0.347
F -1.87866 2.05328 0.04534 -2.60 -2.95 -0.55 -0.298
C -3.86947 0.94529 0.91501 1.37 3.41 1.11 0.584
F -3.26636 0.62126 2.18387 -2.16 0.13 -3.82 -0.261
F -4.31290 2.31815 1.06367 0.34 -3.81 -0.45 -0.280
C -5.18747 0.07035 0.62104 -0.42 -0.40 2.37 0.569
F -4.93728 -1.36607 0.46409 -0.87 3.27 -0.50 -0.348
F -5.91531 0.49610 -0.60685 2.10 0.36 2.34 -0.412
C -6.31786 0.17284 1.81521 -1.94 0.26 1.94 0.941
F -7.38779 -0.75653 1.40005 2.37 1.70 0.00 -0.383
F -5.85480 -0.30456 3.05451 -1.32 1.87 -4.25 -0.232
F -6.93572 1.44742 1.87086 2.39 -4.17 -0.11 -0.244
C 1.64066 -1.35103 -0.63555 -0.64 2.19 0.82 0.223
N 1.08277 -2.66998 -0.83952 6.01 0.63 -2.03 -0.445
H 4.26876 -3.81973 -2.32635 -1.50 1.37 0.86 0.259
H 6.07624 0.99803 -0.02426 -0.71 -0.54 -0.76 -0.041
H 5.88316 0.24469 -2.19131 -0.75 0.14 0.60 -0.009
H 1.98430 3.76361 0.47388 1.74 -0.90 -0.17 0.248
H 3.44966 3.77758 -0.64067 -0.27 -1.19 1.40 0.310
H 0.49006 1.97141 0.90760 0.98 -1.56 -0.90 0.239
H -0.77210 -1.81490 0.82395 -0.04 1.99 -0.31 0.259
H -0.91586 -0.14588 1.62617 -0.05 -0.66 -1.59 0.251
H -1.45740 -0.34115 -1.50384 -0.98 0.08 1.79 0.292
H -2.60551 -1.36094 -0.48773 0.47 1.65 0.12 0.215
Ca -6.70925 -1.27371 -1.28910 -1.01 -1.74 -0.45 1.951

=====

Entry 5:
40
Properties=species:S:1:pos:R:3:forces:R:3:nbo_charge:R:1 method="wB97M-V/def2-TZVPD" lumo_energy_ev=1.18 energy_ev=-243769.1600 charge=-1 gap_ev=3.961 fmax_ev_per_a=2.99
F 4.92656 -1.07443 -1.58468 -0.46 0.42 0.83 -0.322
C 4.17285 -0.58111 -0.56466 0.39 -0.05 0.69 0.781
F 3.97570 -1.57062 0.34967 0.52 0.73 -0.59 -0.326
F 4.86451 0.42445 0.03642 0.12 -0.97 -0.18 -0.329
S 2.63241 0.01604 -1.26388 -0.90 -0.25 0.68 0.531
N 1.76405 0.19083 0.24274 1.28 0.53 -0.64 -0.785
C 0.90639 -0.75619 0.71412 0.24 -2.14 -2.07 0.725
O 0.84986 -1.90618 0.17877 0.20 2.52 1.52 -0.740
C 0.13770 -0.22318 1.82875 -1.04 0.39 0.46 -0.167
C 0.52483 1.06360 2.17153 -0.48 0.39 0.90 -0.206
C -0.09391 1.76887 3.19667 0.14 -0.13 -0.18 -0.212
C -1.16967 1.17104 3.85122 0.13 -0.28 -0.19 -0.170
C -1.62564 -0.09421 3.45732 0.16 0.29 0.01 -0.192
C -0.99515 -0.78822 2.43310 0.59 -0.11 -0.38 -0.129
S 1.82159 1.71437 1.18295 -0.63 -0.53 -1.33 2.284
O 3.04831 1.81634 1.91143 -0.27 -0.22 -0.17 -0.879
O 1.40033 2.79002 0.32628 0.66 -0.78 1.07 -0.855
H 0.27537 2.75513 3.45828 -0.20 -0.06 0.03 0.233
H -1.66719 1.69040 4.66453 0.07 -0.02 -0.13 0.220
H -2.48748 -0.53197 3.95192 0.09 0.07 -0.13 0.226
H -1.37218 -1.73716 2.04919 0.04 0.19 0.27 0.264
Br 0.65675 -4.74068 -1.89232 0.27 -0.17 0.24 -0.749
Zn -0.17137 -3.59692 -0.07337 -0.30 0.23 -0.99 1.475
Br -2.38871 -3.64158 0.51445 -0.14 -0.08 0.43 -0.747
C -1.42372 -1.26897 -3.13262 0.23 -0.33 0.67 -0.351
C -0.09160 -1.11413 -3.58126 -0.84 0.83 0.53 -0.248
C 0.43316 0.09231 -3.04365 -0.39 0.22 -0.19 -0.426
C -0.57289 0.67897 -2.20516 0.14 -0.73 -0.34 -0.046
C -1.70951 -0.23137 -2.17808 0.98 -0.31 -0.85 -0.131
C -2.73070 -0.03216 -1.24565 -0.35 -0.09 0.21 -0.226
C -2.70735 1.09853 -0.43726 -0.42 -0.32 0.17 -0.292
C -1.68796 2.05492 -0.56566 0.72 0.19 -0.36 -0.310
C -0.62662 1.85503 -1.45369 -0.65 0.23 0.21 -0.254
H -2.10546 -2.09265 -3.35773 0.37 0.14 0.10 0.196
H 0.44421 -1.80503 -4.22154 -0.10 0.10 -0.05 0.198
H 1.37301 0.57028 -3.32297 -0.45 -0.12 -0.13 0.183
H -3.50353 -0.80676 -1.13742 0.18 0.48 -0.02 0.201
H -3.49461 1.26421 0.30433 0.17 -0.10 -0.21 0.185
H -1.71310 2.96176 0.03732 -0.04 -0.09 -0.08 0.188
H 0.13075 2.61641 -1.59939 -0.02 -0.07 0.18 0.202

=====

Entry 6:
37
Properties=species:S:1:pos:R:3:forces:R:3:nbo_charge:R:1 method="wB97M-V/def2-TZVPD" de_lowest_kcal_mol=0.00 lumo_energy_ev=0.11 energy_ev=-62445.6905 charge=0 smiles=C#Cc1c(CCC(F)(F)F)cc2c(c1I)Sc1c(N)c(Cl)cc(O)c1N2 gap_ev=8.201 fmax_ev_per_a=0.85
C -2.20421 -4.35439 -1.09593 0.42 0.24 -0.70 -0.202
C -1.65043 -3.29137 -1.21827 -0.16 -0.14 0.44 -0.039
C -0.97038 -2.02715 -1.20461 -0.06 -0.03 -0.03 -0.102
C 0.40828 -1.99361 -0.95665 0.18 -0.03 -0.04 0.013
C 1.16947 -3.26821 -0.69047 -0.31 0.13 0.49 -0.426
C 0.92681 -3.79774 0.74240 -0.08 -0.13 -0.54 -0.483
C 1.89691 -3.26674 1.75500 -0.18 -0.02 0.08 0.977
F 1.48268 -3.52515 3.00356 -0.03 -0.08 0.22 -0.325
F 3.11119 -3.82422 1.61878 0.23 -0.08 -0.09 -0.331
F 2.07423 -1.93837 1.66965 -0.01 0.26 -0.04 -0.332
C 1.06983 -0.77413 -0.94088 -0.14 -0.17 -0.03 -0.221
C 0.38703 0.40483 -1.15361 0.05 -0.07 0.00 0.237
C -0.99083 0.38362 -1.37997 0.07 0.21 0.09 -0.259
C -1.66410 -0.82848 -1.41283 -0.19 0.01 -0.06 -0.144
I -3.71877 -0.86379 -1.79128 0.10 -0.03 0.01 0.199
S -1.79043 1.94417 -1.62457 -0.10 -0.02 -0.02 0.303
C -0.89383 2.86726 -0.40878 0.18 -0.11 -0.14 -0.214
C -1.54422 3.79241 0.40552 -0.07 0.00 0.07 0.116
N -2.90470 4.07782 0.28625 -0.09 -0.18 -0.07 -0.798
C -0.74527 4.45035 1.33945 0.18 -0.08 0.02 -0.048
Cl -1.49145 5.60131 2.39985 -0.04 0.04 0.07 0.005
C 0.60888 4.19448 1.48164 -0.22 0.25 0.02 -0.278
C 1.23101 3.28149 0.65044 -0.05 -0.02 -0.01 0.342
O 2.56880 3.07342 0.76476 0.04 -0.03 0.35 -0.674
C 0.47038 2.62054 -0.30254 -0.05 0.05 0.00 0.042
N 1.10649 1.64921 -1.14647 -0.21 -0.09 -0.07 -0.668
H -2.61681 -5.31988 -1.26489 -0.17 -0.03 0.31 0.244
H 0.82033 -4.03636 -1.37489 0.17 -0.04 -0.16 0.239
H 2.23135 -3.08496 -0.83501 0.09 -0.15 -0.16 0.228
H 1.02811 -4.88136 0.75262 0.04 -0.06 0.09 0.238
H -0.09081 -3.57269 1.05101 -0.01 0.09 0.16 0.243
H 2.13448 -0.74897 -0.76201 0.07 0.09 0.02 0.229
H -3.38771 3.41733 -0.30704 -0.01 -0.04 0.01 0.383
H -3.37595 4.14308 1.17767 0.03 0.21 0.02 0.387
H 1.16741 4.72314 2.23840 0.12 -0.02 0.01 0.240
H 2.75253 2.17496 0.46559 0.05 0.02 -0.32 0.493
H 1.10169 2.00588 -2.10125 0.18 0.05 -0.01 0.387